1.
{"formula": "C2H3F18O2P3Zn", "method": "wB97M-V/def2-TZVPD", "spin_multiplicity": 2, "e_tot_ha": -4830.14763, "s_squared": 0.7572, "charge": -1, "orbital_gap_ev": [11.46, 6.42], "lumo_ha": [0.06941, -0.11576], "homo_ev": [-9.6, -9.6], "symbols": ["Zn", "C", "C", "O", "O", "H", "H", "H", "P", "F", "F", "F", "F", "F", "F", "P", "F", "F", "F", "F", "F", "F", "P", "F", "F", "F", "F", "F", "F"], "positions_angstrom": [[0.313, 0.205, -0.061], [1.242, -0.795, 3.580], [1.092, -0.471, 2.189], [1.005, -1.325, 1.272], [1.038, 0.612, 1.749], [0.275, -0.504, 3.990], [2.045, -0.216, 4.036], [1.445, -1.842, 3.804], [-1.151, 2.692, -0.624], [-0.249, 1.608, -1.515], [0.317, 3.297, -0.065], [-1.122, 3.777, -1.858], [-2.129, 3.586, 0.292], [-2.504, 2.023, -1.148], [-1.065, 1.620, 0.613], [2.528, -0.432, -2.025], [1.046, -0.928, -1.608], [3.116, -1.557, -0.954], [2.721, -1.322, -3.322], [4.001, 0.291, -2.250], [1.813, 0.771, -3.025], [2.252, 0.527, -0.754], [-2.647, -1.660, -0.363], [-3.200, -1.990, -1.878], [-1.373, -0.870, -0.973], [-3.413, -0.221, -0.159], [-2.052, -1.309, 1.070], [-3.743, -2.699, 0.428], [-1.600, -2.868, -0.441]], "atomic_forces_ev_per_a": [[-1.49, 0.14, -2.25], [0.15, -0.47, 1.52], [1.19, -4.75, 3.43], [-0.30, -1.70, -1.34], [-0.16, 6.15, -1.87], [0.03, -0.03, 0.48], [-0.20, 0.28, -0.10], [-0.24, -0.02, -0.37], [-0.88, 2.53, -1.44], [-0.16, 0.04, 0.31], [-1.86, -0.33, -0.27], [0.09, -1.15, 1.36], [1.56, 0.74, 0.23], [0.90, -0.43, -0.65], [0.10, -0.93, 0.56], [1.89, 2.10, -2.29], [-1.27, -1.83, -1.37], [-0.03, 0.82, -1.50], [-0.40, -0.48, 1.07], [-1.48, -1.07, 0.65], [1.01, -1.79, 1.58], [1.03, 2.05, 1.59], [-1.12, -1.24, 0.71], [-0.01, 0.75, 2.07], [1.15, 2.51, -1.28], [-0.87, -1.93, -1.38], [1.04, -0.03, 2.32], [0.71, 1.97, -1.75], [-0.39, -1.90, -0.03]], "mulliken_charge": [1.74, -1.23, 1.07, -0.24, -0.33, 0.33, 0.34, 0.35, 1.40, -0.44, -0.40, -0.35, -0.35, -0.33, -0.53, 1.27, -0.34, -0.36, -0.32, -0.37, -0.37, -0.49, 1.17, -0.37, -0.42, -0.35, -0.37, -0.38, -0.37]}

=====

2.
{"formula": "C2H3F2IO", "method": "wB97M-V/def2-TZVPD", "smiles": "O[C@@H](I)C(F)F", "e_tot_ha": -650.62342, "orbital_gap_ev": 9.91, "lumo_ha": 0.00939, "relative_energy_kcal_mol": 37.2, "homo_ev": -9.7, "symbols": ["O", "C", "I", "C", "F", "F", "H", "H", "H"], "positions_angstrom": [[0.006, -1.458, 0.379], [-0.347, -0.336, -0.277], [-2.484, 0.245, 0.004], [0.833, 1.010, 0.116], [1.833, 0.950, -0.713], [1.317, 0.743, 1.356], [0.193, -1.111, 1.320], [-0.208, -0.232, -1.402], [0.231, 1.950, 0.117]], "atomic_forces_ev_per_a": [[0.32, 0.91, 1.63], [2.09, 3.73, -1.24], [0.91, -0.03, 0.07], [-4.38, -1.94, 0.99], [0.85, 0.14, -1.14], [-0.15, 0.09, 0.16], [-0.23, -1.14, -1.73], [-0.36, -1.35, 1.38], [0.95, -0.41, -0.13]], "mulliken_charge": [-0.43, -0.42, -0.02, 0.32, -0.23, -0.29, 0.40, 0.40, 0.28]}

=====

3.
{"formula": "C2H3F2IO", "method": "wB97M-V/def2-TZVPD", "spin_multiplicity": 3, "e_tot_ha": -650.49057, "s_squared": 2.0081, "orbital_gap_ev": [7.57, 8.43], "lumo_ha": [0.00422, -0.07218], "relative_energy_kcal_mol": 16.3, "homo_ev": [-7.5, -10.4], "symbols": ["C", "C", "O", "F", "F", "I", "H", "H", "H"], "positions_angstrom": [[1.007, -1.442, 0.817], [-0.999, 1.528, -0.263], [0.872, -2.713, 0.664], [-1.363, 0.431, -0.849], [-2.138, 1.829, 0.570], [2.305, -0.280, -0.466], [-0.836, 2.358, -0.975], [-0.292, 1.323, 0.504], [1.443, -3.035, -0.003]], "atomic_forces_ev_per_a": [[1.15, 2.42, -0.60], [-2.29, 1.64, 2.13], [-1.48, -1.18, 1.08], [-0.03, -1.89, -1.72], [0.88, 0.60, -0.94], [-0.66, -0.36, 0.70], [0.02, -0.43, 0.48], [1.36, 0.09, 0.05], [1.06, -0.89, -1.19]], "mulliken_charge": [0.02, 0.22, -0.36, -0.17, -0.31, 0.04, 0.17, 0.07, 0.32]}

=====

4.
{"formula": "C2H3F2N", "method": "wB97M-V/def2-TZVPD", "smiles": "[H]/N=C/C(F)F", "e_tot_ha": -332.44360, "orbital_gap_ev": 11.80, "lumo_ha": 0.01167, "relative_energy_kcal_mol": 8.9, "homo_ev": -11.5, "symbols": ["H", "N", "C", "C", "F", "F", "H", "H"], "positions_angstrom": [[-2.286, 0.098, -0.206], [-1.476, 0.363, 0.313], [-0.484, -0.074, -0.366], [0.844, -0.040, 0.294], [1.696, 1.203, -0.165], [1.512, -1.088, -0.073], [-0.563, -0.623, -1.227], [0.756, 0.162, 1.430]], "atomic_forces_ev_per_a": [[-1.22, 0.16, -0.34], [1.49, -0.48, -0.56], [-0.72, 1.76, 3.27], [1.05, 4.40, 1.20], [-2.08, -2.86, 0.75], [1.19, -1.18, 0.00], [-0.11, -1.18, -2.42], [0.40, -0.63, -1.91]], "mulliken_charge": [0.27, -0.55, -0.13, 0.39, -0.34, -0.21, 0.40, 0.18]}

=====

5.
{"formula": "C2H3F2NO", "method": "wB97M-V/def2-TZVPD", "e_tot_ha": -407.57912, "orbital_gap_ev": 10.75, "lumo_ha": 0.01173, "relative_energy_kcal_mol": 111.2, "homo_ev": -10.4, "symbols": ["C", "C", "H", "H", "H", "N", "O", "F", "F"], "positions_angstrom": [[0.653, 0.035, -0.454], [0.399, -0.456, 0.932], [-2.233, 0.898, -1.505], [1.629, 0.561, -0.856], [-0.712, -0.089, 1.289], [-0.301, 0.388, -1.272], [-1.675, -0.048, -0.944], [1.321, 0.309, 1.750], [0.918, -1.598, 1.062]], "atomic_forces_ev_per_a": [[-1.55, 3.12, -2.76], [-0.14, 5.62, 0.77], [2.47, -4.71, 2.65], [-1.63, -1.68, 1.37], [2.63, -1.96, -0.61], [0.20, -1.09, 0.79], [-0.39, 5.16, -2.45], [-1.33, 0.31, -0.50], [-0.25, -4.76, 0.75]], "mulliken_charge": [-0.17, 0.44, 0.40, 0.30, 0.27, -0.27, -0.44, -0.31, -0.22]}

=====

6.
{"formula": "C2H3F2NO2", "method": "wB97M-V/def2-TZVPD", "smiles": "O=C(NO)C(F)F", "e_tot_ha": -482.91652, "orbital_gap_ev": 11.10, "lumo_ha": 0.02778, "relative_energy_kcal_mol": 11.3, "homo_ev": -10.3, "symbols": ["O", "C", "N", "O", "C", "F", "F", "H", "H", "H"], "positions_angstrom": [[1.556, -0.294, 0.256], [0.372, -0.243, -0.001], [-0.347, 0.857, -0.185], [0.242, 2.102, 0.001], [-0.492, -1.517, -0.320], [-0.612, -2.398, 0.645], [-1.731, -1.125, -0.806], [-1.399, 0.785, -0.149], [0.884, 1.991, 0.626], [0.033, -1.964, -1.148]], "atomic_forces_ev_per_a": [[-0.21, -0.06, 0.08], [-0.38, -0.99, 0.22], [-1.55, 0.63, 0.25], [-3.41, 0.31, -2.94], [0.93, 1.40, -1.66], [-0.38, -0.27, 1.07], [0.15, -0.46, 0.66], [1.84, 0.67, -0.08], [2.92, -0.73, 2.84], [0.09, -0.50, -0.44]], "mulliken_charge": [-0.60, 0.39, -0.06, -0.37, 0.42, -0.22, -0.30, 0.28, 0.31, 0.13]}

=====

7.
{"formula": "C2H3F2NS", "method": "wB97M-V/def2-TZVPD", "e_tot_ha": -730.45489, "orbital_gap_ev": 8.37, "lumo_ha": -0.03697, "relative_energy_kcal_mol": 142.5, "homo_ev": -9.4, "symbols": ["C", "C", "H", "H", "H", "N", "F", "F", "S"], "positions_angstrom": [[-0.120, -0.521, -0.041], [-1.362, 0.102, 0.302], [3.408, 1.070, 0.376], [-0.007, -1.869, -0.888], [-1.545, 0.175, 1.323], [0.841, 0.301, 0.699], [-2.395, -0.941, -0.030], [-1.699, 1.298, -0.410], [2.374, -0.136, -0.207]], "atomic_forces_ev_per_a": [[5.66, 1.21, 2.20], [-4.72, -1.50, -2.98], [-2.58, -2.91, -1.14], [-0.18, 4.50, 2.42], [0.03, 1.03, 1.70], [-1.78, -5.18, -6.26], [1.31, 2.12, 0.12], [0.78, -2.58, 1.32], [1.48, 3.32, 2.61]], "mulliken_charge": [-0.12, 0.38, 0.19, 0.34, 0.17, -0.27, -0.31, -0.22, -0.15]}

=====

8.
{"formula": "C2H3F2O2S", "method": "wB97M-V/def2-TZVPD", "e_tot_ha": -826.21773, "charge": -1, "orbital_gap_ev": [3.98, 2.90], "lumo_ha": [0.05259, 0.02912], "relative_energy_kcal_mol": 140.2, "homo_ev": [-2.6, -2.1], "symbols": ["C", "C", "O", "O", "F", "F", "S", "H", "H", "H"], "positions_angstrom": [[2.398, -0.932, 0.324], [-1.336, -0.285, -0.470], [-0.472, 2.332, -0.239], [-2.074, 1.276, 1.410], [-1.280, -0.368, -1.862], [-2.478, -1.013, -0.132], [-1.730, 1.538, -0.041], [2.397, -0.626, 1.335], [3.161, -0.515, -0.405], [1.415, -1.405, 0.081]], "atomic_forces_ev_per_a": [[-0.58, -0.08, -1.46], [-1.08, -1.15, -1.67], [-1.88, -1.05, -0.07], [0.10, 0.95, -2.10], [0.02, -0.23, 1.32], [1.42, 0.60, -0.51], [1.72, 0.82, 3.10], [0.48, 0.47, 0.91], [-1.37, -0.77, 0.97], [1.16, 0.44, -0.48]], "mulliken_charge": [-0.63, 0.22, -0.56, -0.58, -0.21, -0.21, 0.55, 0.17, 0.16, 0.10]}

=====

9.
{"formula": "C2H3F2P", "method": "wB97M-V/def2-TZVPD", "smiles": "FC1(F)CP1", "e_tot_ha": -619.02121, "orbital_gap_ev": 10.90, "lumo_ha": 0.03028, "relative_energy_kcal_mol": 54.0, "homo_ev": -10.1, "symbols": ["F", "C", "F", "C", "P", "H", "H", "H"], "positions_angstrom": [[1.152, -0.836, -1.048], [0.688, -0.059, 0.062], [1.759, 0.066, 0.860], [-0.734, -0.272, 0.466], [-0.351, 1.388, -0.202], [-1.107, -1.047, -0.256], [-0.810, -0.165, 1.599], [-0.597, 0.924, -1.482]], "atomic_forces_ev_per_a": [[-1.03, 1.04, 1.50], [1.33, -0.56, -1.96], [-0.35, -0.39, 0.75], [1.52, -1.13, 1.28], [-0.22, 1.07, -0.68], [-0.47, 0.72, 1.61], [-0.60, -1.06, -1.65], [-0.17, 0.31, -0.83]], "mulliken_charge": [-0.28, 0.82, -0.24, -0.88, -0.12, 0.34, 0.32, 0.04]}

=====

10.
{"formula": "C2H3F2P", "method": "wB97M-V/def2-TZVPD", "spin_multiplicity": 3, "e_tot_ha": -618.89034, "s_squared": 2.0034, "orbital_gap_ev": [9.81, 8.19], "lumo_ha": [0.03191, -0.06261], "relative_energy_kcal_mol": 41.4, "homo_ev": [-8.9, -9.9], "symbols": ["C", "C", "F", "F", "P", "H", "H", "H"], "positions_angstrom": [[-0.377, 0.101, 0.959], [0.667, -0.076, -0.131], [0.792, -1.072, -0.963], [1.942, 0.063, 0.425], [-0.381, 1.418, -0.329], [-1.191, -0.624, 0.933], [0.296, 0.352, 1.828], [-1.748, -0.162, -2.721]], "atomic_forces_ev_per_a": [[1.85, -0.60, -0.64], [0.75, 1.43, 2.04], [-0.79, -1.20, -1.07], [-0.44, 0.46, -0.39], [0.28, 0.24, -0.22], [0.07, 0.27, 0.69], [-1.65, -0.50, -0.25], [-0.09, -0.10, -0.16]], "mulliken_charge": [-0.85, 0.76, -0.24, -0.29, -0.05, 0.33, 0.32, 0.01]}